1.
Here is a 6-piece molecular cluster, C19H31FN4O25S6 overall in a non-equilibrium geometry from OMol25. Energies are from ωB97M-V/def2-TZVPD.

The value obtained for the HOMO-LUMO gap is 8.55 eV.

Cartesian coordinates (Å):
O 4.750 0.909 2.737
C 3.693 1.545 2.470
F 3.834 2.835 1.907
N 2.421 0.843 2.725
C 1.423 1.686 3.422
O 1.373 2.945 3.406
N 0.415 0.978 4.253
C -0.784 0.608 3.473
O -1.583 -0.209 4.030
O -1.119 1.130 2.198
C -1.315 0.082 1.208
C -0.014 0.146 0.226
C -0.281 -0.490 -1.227
C 1.117 -0.821 -1.972
S 2.527 0.294 -1.504
C 2.303 1.928 -2.366
N 1.850 2.107 -3.736
N 1.786 3.461 -3.964
C 2.199 4.148 -2.774
O 2.551 3.187 -1.763
H 2.016 0.666 1.782
H 0.077 1.707 4.919
H -1.324 -0.983 1.631
H -2.306 0.205 0.632
H 0.319 1.240 0.190
H 0.765 -0.552 0.734
H -1.020 0.105 -1.863
H -0.782 -1.520 -1.033
H 1.423 -1.888 -1.642
H 1.012 -0.841 -3.108
H 2.228 5.280 -2.675
O -6.732 -1.436 -0.023
S -5.685 -0.892 0.791
O -4.308 -1.253 0.629
O -6.094 -1.096 2.350
C -6.141 0.173 3.003
C -6.502 1.173 1.914
O -5.797 0.729 0.755
H -5.150 0.381 3.416
H -6.875 0.159 3.809
H -6.213 2.192 2.173
H -7.572 1.145 1.690
O -6.218 -4.636 -0.198
S -6.756 -4.044 -1.388
O -6.693 -2.640 -1.651
O -8.296 -4.535 -1.546
C -8.457 -5.213 -2.792
C -7.095 -5.816 -3.103
O -6.150 -4.839 -2.671
H -8.743 -4.474 -3.547
H -9.236 -5.972 -2.715
H -6.967 -6.032 -4.164
H -6.926 -6.729 -2.523
O 9.422 -0.943 6.649
S 8.147 -1.574 6.478
O 7.837 -2.861 7.024
O 7.796 -1.585 4.893
C 6.567 -0.893 4.670
C 6.472 0.132 5.789
O 6.994 -0.529 6.942
H 5.751 -1.620 4.731
H 6.564 -0.429 3.684
H 5.449 0.463 5.965
H 7.105 1.001 5.582
O 0.292 5.723 -4.581
S 0.179 5.378 -5.968
O 1.104 4.514 -6.634
O 0.049 6.754 -6.820
C -1.172 6.745 -7.560
C -2.128 5.884 -6.748
O -1.324 4.823 -6.233
H -0.974 6.301 -8.539
H -1.544 7.762 -7.692
H -2.946 5.488 -7.351
H -2.538 6.440 -5.900
O 3.825 -3.932 -1.740
S 3.584 -3.718 -0.344
O 2.349 -4.062 0.294
O 3.929 -2.169 -0.002
C 4.944 -2.115 1.003
C 5.757 -3.389 0.822
O 4.799 -4.396 0.492
H 4.454 -2.095 1.981
H 5.551 -1.217 0.883
H 6.308 -3.662 1.722
H 6.453 -3.297 -0.017

Cartesian forces (eV/Å) of the 2 atoms listed first:
O -4.7 3.3 -1.3
C 4.9 -2.0 0.7

=====

2.
Here is an isolated ion of composition C9H16N5Si and charge +1 in a non-equilibrium geometry from OMol25. Energies are from ωB97M-V/def2-TZVPD.

The relative energy (zero: lowest compared OMol25 entry of this formula, charge and spin) comes out at 0.000 eV. The value obtained for the HOMO-LUMO gap is 9.26 eV. Its net charge is +1.

Cartesian coordinates (Å):
C -3.607 -2.079 -0.273
N -2.497 -1.180 -0.171
C -1.273 -1.659 -0.200
N -0.168 -0.937 -0.200
C -0.303 0.400 -0.088
N 0.827 1.049 -0.163
Si 2.445 0.224 -0.036
C 2.651 -1.318 -1.101
C 2.655 -0.224 1.822
C 3.479 1.688 -0.636
C -1.579 0.935 0.049
N -2.111 2.173 0.343
C -3.493 2.003 0.324
N -3.841 0.761 0.224
C -2.703 0.142 -0.071
H -3.318 -3.076 -0.121
H -4.561 -1.838 0.187
H -3.858 -1.959 -1.279
H -1.001 -2.758 -0.218
H 0.914 2.012 -0.189
H 1.674 -1.613 -1.548
H 3.491 -1.209 -1.843
H 3.108 -2.111 -0.468
H 2.837 0.619 2.498
H 1.700 -0.868 2.030
H 3.413 -0.875 2.131
H 3.500 2.472 0.110
H 4.544 1.429 -0.623
H 3.051 2.140 -1.591
H -1.664 3.066 0.400
H -4.315 2.590 0.700

Cartesian forces (eV/Å) of the 2 atoms listed first:
C -1.3 0.3 -0.8
N -0.7 -1.2 0.9

=====

3.
Here is C15H36Cl3FeO4SbSi2 as an isolated structure from OMol25. Energies are from ωB97M-V/def2-TZVPD.

Its multiplicity is 2. The value obtained for the HOMO-LUMO gap (alpha / beta) is 8.36 / 8.98 eV. Its net charge is +1.

Cartesian coordinates (Å):
Fe -0.594 -0.256 -0.352
C 0.755 -0.102 -3.660
C 0.226 -1.522 -3.638
O 0.312 -2.063 -2.337
C 1.606 -2.458 -1.932
C 1.539 -2.584 -0.433
O 1.132 -1.327 0.146
C 2.223 -0.547 0.653
C 1.667 0.822 0.986
O 0.855 1.261 -0.112
C 1.601 1.773 -1.219
C 0.622 1.894 -2.355
O 0.056 0.622 -2.650
H 1.831 -0.074 -3.463
H 0.580 0.356 -4.638
H -0.833 -1.533 -3.896
H 0.763 -2.130 -4.375
H 1.883 -3.419 -2.379
H 2.366 -1.721 -2.220
H 0.792 -3.319 -0.151
H 2.499 -2.868 -0.002
H 2.643 -1.023 1.542
H 3.005 -0.494 -0.110
H 0.997 0.784 1.842
H 2.464 1.539 1.193
H 2.015 2.750 -0.957
H 2.422 1.097 -1.471
H -0.195 2.544 -2.046
H 1.093 2.330 -3.239
Cl -3.966 -1.766 0.768
Si -1.949 -1.927 0.345
Cl -1.602 -3.949 0.510
Cl -1.113 -0.893 2.082
C -0.646 4.531 4.416
Si -1.113 2.734 4.156
C 0.288 1.644 4.785
C -2.707 2.303 5.032
C -1.345 2.411 2.337
H -0.431 4.733 5.467
H -1.449 5.200 4.104
H 0.246 4.792 3.841
H 0.448 1.803 5.853
H 1.228 1.874 4.277
H 0.070 0.584 4.635
H -2.593 2.350 6.116
H -3.029 1.290 4.776
H -3.509 2.989 4.752
H -0.643 2.723 1.569
H -2.170 1.818 1.969
C -4.176 1.924 0.098
Sb -2.741 0.999 -1.168
C -4.007 -0.189 -2.394
C -2.607 2.560 -2.619
H -4.964 2.345 -0.525
H -3.707 2.713 0.680
H -4.604 1.185 0.773
H -4.843 0.439 -2.699
H -4.377 -1.067 -1.881
H -3.448 -0.491 -3.279
H -3.626 2.760 -2.948
H -2.012 2.224 -3.464
H -2.190 3.481 -2.217

Cartesian forces (eV/Å) of the 2 atoms listed first:
Fe 0.0 -0.3 0.1
C -0.1 -0.1 0.0

=====

4.
Here is a 3-piece molecular cluster, C4H15NO3 overall in a non-equilibrium geometry from OMol25. Energies are from ωB97M-V/def2-TZVPD.

The relative energy (zero: lowest compared OMol25 entry of this formula, charge and spin) comes out at 2.518 eV. The value obtained for the HOMO-LUMO gap is 10.31 eV.

Cartesian coordinates (Å):
C 3.336 0.344 -1.765
C 1.999 0.242 -2.484
C 1.103 -0.701 -1.823
N 0.131 0.128 -0.865
C -0.777 -0.860 -0.157
O -0.110 -1.589 0.919
H 4.115 -0.276 -2.033
H 3.178 0.061 -0.609
H 3.649 1.389 -1.468
H 2.224 -0.179 -3.509
H 1.675 1.290 -2.755
H 0.420 -1.208 -2.472
H 1.599 -1.512 -1.234
H 0.668 0.506 -0.107
H -1.645 -0.268 0.214
H -1.212 -1.543 -0.813
H 0.662 -2.084 0.769
O -3.339 -2.224 5.150
H -2.456 -2.192 4.766
H -3.603 -1.499 5.772
O -1.644 4.401 -0.156
H -2.308 3.969 0.352
H -1.104 3.800 -0.741

Cartesian forces (eV/Å) of the 2 atoms listed first:
C -1.6 2.2 5.2
C 2.6 0.8 -2.9

=====

5.
Here is one molecule with the formula C4H11NOS in a non-equilibrium geometry from OMol25. Energies are from ωB97M-V/def2-TZVPD.

The relative energy (zero: lowest compared OMol25 entry of this formula, charge and spin) comes out at 3.081 eV. The value obtained for the HOMO-LUMO gap is 9.73 eV.

Cartesian coordinates (Å):
C 1.167 0.784 -1.692
N -0.069 -0.113 -1.476
C -0.525 -0.313 -0.117
C -1.286 0.981 0.458
O -1.623 0.882 1.846
C 0.280 -0.789 1.061
S 1.247 -2.285 0.534
H 1.869 0.794 -0.918
H 1.655 0.500 -2.688
H 0.630 1.854 -1.793
H -0.047 -0.978 -1.934
H -1.372 -1.224 -0.100
H -0.749 1.937 0.520
H -2.045 1.093 -0.270
H -2.244 0.097 1.909
H -0.380 -0.829 1.934
H 1.151 -0.025 1.405
H 2.342 -2.367 1.323

Cartesian forces (eV/Å) of the 2 atoms listed first:
C -4.0 1.0 -2.6
N 1.2 1.6 1.4

=====

6.
Here is C2H8InN4O2 as an isolated structure in a non-equilibrium geometry from OMol25. Energies are from ωB97M-V/def2-TZVPD.

The relative energy (zero: lowest compared OMol25 entry of this formula, charge and spin) comes out at 2.171 eV. The value obtained for the HOMO-LUMO gap is 2.45 eV. Its net charge is +3.

Cartesian coordinates (Å):
In 12.426 -7.440 -21.646
C 8.632 -7.472 -20.183
O 9.579 -7.506 -20.940
N 8.707 -7.984 -19.042
N 7.387 -7.216 -20.562
H 8.033 -7.797 -18.314
H 9.645 -8.276 -18.807
H 6.563 -7.264 -19.980
H 7.297 -6.891 -21.514
C 13.401 -10.564 -24.142
O 13.311 -9.896 -23.117
N 14.087 -10.138 -25.178
N 12.621 -11.636 -24.311
H 13.928 -10.557 -26.083
H 14.723 -9.357 -25.099
H 12.009 -11.938 -23.567
H 12.514 -12.176 -25.158

Cartesian forces (eV/Å) of the 2 atoms listed first:
In -0.3 -0.2 0.0
C -1.5 0.2 -1.4

=====

- Which formula does entry 2 have?
  C9H16N5Si